<a>
ORCA calculation (ωB97M-V/def2-TZVPD) on one molecule with the formula C12H11N3O4S.

Properties
LUMO level (eV): -0.88
SMILES string: Cc1ccc(NS(=O)(=O)c2cccc([N+](=O)[O-])c2)nc1
Orbital gap (eV): 8.27

Geometry (Å):
C -2.6667 -3.1743 -0.4402
C -2.2488 -1.8144 0.0219
C -2.2054 -0.7314 -0.8570
C -1.8295 0.5153 -0.4007
C -1.4968 0.6404 0.9486
N -1.1023 1.8642 1.4719
S -0.1223 2.8875 0.5864
O -0.8605 3.4626 -0.4928
O 0.5108 3.7469 1.5335
C 1.0855 1.7496 -0.1182
C 1.2913 1.7423 -1.4856
C 2.1985 0.8524 -2.0431
C 2.8854 -0.0300 -1.2283
C 2.6635 -0.0061 0.1437
N 3.3765 -0.9381 0.9965
O 4.1441 -1.7046 0.4606
O 3.1525 -0.8901 2.1830
C 1.7658 0.8871 0.7149
N -1.5250 -0.3783 1.7946
C -1.9009 -1.5633 1.3411
H -2.1197 -3.4588 -1.3373
H -2.4877 -3.9167 0.3328
H -3.7291 -3.1776 -0.6827
H -2.4726 -0.8707 -1.8949
H -1.8041 1.3803 -1.0416
H -0.8945 1.8380 2.4595
H 0.7320 2.4378 -2.0914
H 2.3663 0.8453 -3.1085
H 3.5926 -0.7393 -1.6320
H 1.6138 0.8960 1.7831
H -1.9128 -2.3519 2.0820

Here are the Löwdin charges for atoms 1 to 8, given in e:
1. C -0.053
2. C -0.264
3. C -0.011
4. C -0.008
5. C -0.386
6. N -0.038
7. S 0.659
8. O -0.277

***

<b>
ORCA calculation (ωB97M-V/def2-TZVPD) on one molecule with the formula C12H11N3O4S.

Properties
LUMO level (eV): -0.76
SMILES string: O=[N+]([O-])c1ccccc1S(=O)(=O)NCc1cccnc1
Orbital gap (eV): 8.76

Geometry (Å):
O -2.3320 -3.0434 -0.7045
N -1.8986 -2.1062 -0.0841
O -0.9060 -2.1179 0.6127
C -2.6603 -0.8801 -0.1069
C -4.0470 -0.9725 -0.0836
C -4.8050 0.1841 -0.0320
C -4.1815 1.4229 -0.0157
C -2.7985 1.5058 -0.0738
C -2.0317 0.3568 -0.1100
S -0.2554 0.5367 -0.3961
O 0.1175 -0.4729 -1.3417
O -0.0360 1.9065 -0.7502
N 0.3683 0.3047 1.1295
C 1.6461 0.9639 1.3744
C 2.7447 0.3304 0.5672
C 2.9912 0.7298 -0.7419
C 3.9513 0.0561 -1.4774
C 4.6281 -0.9936 -0.8736
N 4.4048 -1.3793 0.3705
C 3.4844 -0.7370 1.0657
H -4.5081 -1.9487 -0.0992
H -5.8815 0.1171 -0.0074
H -4.7726 2.3247 0.0237
H -2.2853 2.4533 -0.1122
H 0.3919 -0.6873 1.3314
H 1.8509 0.9021 2.4461
H 1.5063 2.0071 1.0847
H 2.4308 1.5470 -1.1713
H 4.1659 0.3359 -2.4968
H 5.3852 -1.5544 -1.4058
H 3.3321 -1.0913 2.0783

Here are the Löwdin charges for atoms 1 to 8, given in e:
1. O 0.126
2. N -0.349
3. O 0.071
4. C -0.133
5. C 0.016
6. C -0.049
7. C -0.046
8. C -0.038

***

The calculated energies rank the structures as follows, beginning with the most stable: <a>, <b>.